(1)
9
Properties=species:S:1:pos:R:3:forces:R:3 method="wB97M-V/def2-TZVPD" de_lowest_kcal_mol=14.30 e_lumo_ev=6.602 gap_ev=7.1833 charge=-2 total_energy_ha=-736.471060
C 0.075314 1.413634 2.362652 -1.28 0.74 -2.20
N 0.025613 0.320652 1.627814 -0.32 0.57 -1.30
O -1.442476 -1.797318 -2.540305 0.15 0.06 -0.09
O 0.540271 -0.233096 -3.081188 -0.15 -0.19 -0.03
O -0.106675 2.668728 2.146369 0.33 -0.93 -0.26
O 0.954653 -2.509057 -1.975026 0.36 -0.46 0.10
P 0.017555 -1.505642 -2.513872 -0.36 0.43 -0.25
H 0.157682 1.161379 3.382293 0.64 -0.50 2.08
H -0.221936 0.480719 0.591263 0.63 0.27 1.95

=====

(2)
39
Properties=species:S:1:pos:R:3:forces:R:3 method="wB97M-V/def2-TZVPD" de_lowest_kcal_mol=36.16 e_lumo_ev=-0.539 gap_ev=9.2789 total_energy_ha=-993.715608
O -2.741923 -0.233087 1.588010 0.40 0.83 -0.93
H -3.179212 -0.730950 2.240872 -0.76 -1.20 1.48
H -3.473641 0.221569 1.153206 0.27 0.09 -0.57
O 2.281245 -1.371116 1.688212 0.32 -1.47 0.35
H 1.995012 -2.288762 1.845112 0.64 0.19 -0.16
H 1.499201 -0.920864 1.958218 -0.91 1.32 0.13
O 3.279399 1.641746 -0.129439 1.05 -1.22 0.06
H 2.644743 1.127302 -0.671143 0.16 0.68 0.21
H 4.050837 1.023774 -0.108877 -0.82 0.88 0.16
O -1.451481 -2.734936 0.441518 0.17 -0.63 1.19
H -1.438624 -3.521076 1.020992 -0.23 0.31 -0.44
H -1.123456 -2.035367 1.031534 -0.14 0.39 -0.46
O 2.338199 -1.533701 -0.986017 -0.06 -0.68 -1.85
H 1.584069 -2.117134 -1.202021 0.56 -0.10 -0.08
H 2.171228 -1.283086 -0.092805 0.08 0.51 1.63
O 0.109910 2.523237 -1.360375 -1.18 0.76 0.26
H 0.210411 2.775331 -0.414799 0.66 -0.40 -0.68
H 0.796492 1.920272 -1.687306 0.15 -0.05 0.58
O -2.320017 1.270419 -0.858633 -0.25 -0.08 0.36
H -1.471873 1.486018 -1.276457 0.56 0.02 -0.57
H -2.452891 2.111711 -0.421710 -0.42 0.36 0.24
O -1.733663 2.076830 2.638469 0.09 0.56 0.58
H -1.994498 1.225470 2.288002 -0.18 -0.71 -0.51
H -1.993143 2.013230 3.562793 0.14 0.27 0.08
O 0.433211 3.319827 1.391306 0.53 -1.49 -0.32
H -0.200634 2.842882 1.948328 -0.17 0.36 0.07
H 0.241443 4.236565 1.415243 -0.43 1.24 0.21
O 0.126574 -0.061234 0.187501 1.86 -1.88 0.45
H -0.536201 0.519448 0.440306 -1.95 2.10 1.09
H -0.233060 -0.327034 -0.648015 -0.09 -0.44 -1.40
O -1.300055 -1.148852 -2.355326 3.80 -0.71 -2.25
H -1.879847 -1.274930 -1.671338 -2.60 -0.41 2.64
H -0.613041 -1.888567 -2.228028 -1.46 1.38 -0.52
O 1.804484 0.703318 -2.150075 0.08 -0.37 -0.75
H 2.439519 0.949387 -2.836134 -0.12 -0.31 0.24
H 1.957772 -0.240660 -1.845898 0.23 0.45 -0.25
O 0.284099 -3.173658 -1.458885 0.24 1.23 0.58
H 0.182026 -4.045735 -1.767490 -0.13 -1.64 -0.65
H -0.292611 -3.057589 -0.668853 -0.09 -0.14 -0.18

=====

(3)
133
Properties=species:S:1:pos:R:3:forces:R:3 method="wB97M-V/def2-TZVPD" de_lowest_kcal_mol=5.11 e_lumo_ev=0.558 gap_ev=9.6945 smiles=Fc1ccccc1.c1ccncc1.c1ccncc1.c1ccncc1.c1ccncc1.c1ccncc1.c1ccncc1.c1ccncc1.c1ccncc1.c1ccncc1.c1ccncc1.c1ccncc1 total_energy_ha=-3062.483741
F 18.549386 12.495683 13.919176 0.06 0.07 0.69
C 18.677058 11.614680 14.959835 0.27 -0.53 -0.68
C 18.314451 11.950827 16.240895 -0.41 1.33 -1.20
C 18.345328 10.979217 17.192862 -0.60 -1.26 0.95
C 18.918406 9.737986 16.874480 -0.47 -0.74 0.63
C 19.373667 9.404148 15.614051 -0.34 1.82 -0.93
C 19.167976 10.376231 14.623965 1.03 0.08 -0.46
H 17.970086 12.962952 16.368897 -0.37 0.14 0.52
H 17.747590 11.110951 18.124832 1.11 -0.02 -0.57
H 18.916571 8.939669 17.596366 0.06 0.04 0.48
H 19.888049 8.503649 15.331000 -0.12 -0.38 0.32
H 19.546881 10.326920 13.600695 -0.25 -0.56 0.21
C 8.914376 16.646547 15.779370 0.31 -0.16 1.98
C 9.998594 15.886270 15.425393 0.51 -1.79 2.61
C 10.612117 15.079258 16.491557 0.12 0.73 -1.01
N 10.233603 15.043861 17.772634 -0.52 0.81 -1.06
C 9.209661 15.893075 18.082523 0.52 0.34 0.12
C 8.596252 16.734856 17.185080 1.09 -1.70 -2.47
H 8.292975 17.170296 15.087625 -0.07 0.44 -0.51
H 10.384860 15.700604 14.448619 0.04 0.25 -0.57
H 11.502460 14.472204 16.192714 -0.91 0.38 0.40
H 8.923247 16.002336 19.133100 0.18 -0.46 -0.25
H 7.818344 17.368036 17.450158 -1.23 1.04 0.77
C 15.466260 11.200842 9.737572 -0.69 1.29 -0.29
C 15.677123 9.868995 9.573987 -0.67 -0.84 -0.03
C 16.930343 9.368889 9.714252 0.87 -2.20 -0.75
N 18.008823 10.066149 9.945994 0.83 1.19 0.85
C 17.820545 11.376861 10.180637 -0.18 0.03 -0.29
C 16.564312 11.995122 10.043320 0.89 -1.26 0.56
H 14.476870 11.649971 9.589257 0.45 -0.09 0.25
H 14.948129 9.120168 9.346828 -0.83 0.13 -0.13
H 17.075979 8.280105 9.538123 0.00 0.75 0.22
H 18.728935 11.927431 10.470766 -0.59 -0.08 -0.22
H 16.445573 13.012552 10.295495 -0.07 1.02 -0.06
C 11.750312 18.642292 17.253405 0.98 1.20 -1.74
C 11.398761 18.200593 18.491859 -0.87 -0.17 1.63
C 10.267942 18.782108 19.100692 -0.57 0.79 -1.69
N 9.514315 19.710013 18.481716 0.31 0.18 0.14
C 9.908580 20.194600 17.294027 2.12 -1.32 0.62
C 11.058879 19.721847 16.641271 -0.80 -0.22 0.74
H 12.659693 18.243126 16.778250 -0.56 0.10 0.10
H 11.963210 17.424833 19.025676 -0.23 0.34 -0.39
H 9.831192 18.546370 20.050773 0.43 -0.59 0.53
H 9.454288 21.067291 16.905532 -0.99 0.57 -0.28
H 11.325233 20.253996 15.716833 0.22 -0.77 0.42
C 19.289601 17.149174 15.706177 0.46 -0.42 -0.28
C 18.310954 17.965537 16.187611 -1.65 0.61 0.17
C 17.157498 18.187145 15.436412 0.99 -0.40 -0.92
N 16.961548 17.639974 14.208960 -0.07 0.82 1.59
C 17.904830 16.819163 13.795256 1.31 0.18 0.73
C 19.100125 16.540897 14.493094 -0.24 -0.08 -1.25
H 20.209013 17.021210 16.229688 0.49 -0.14 0.41
H 18.368103 18.449324 17.143520 0.26 0.17 0.29
H 16.461928 18.926140 15.776943 -0.61 0.07 0.09
H 17.755247 16.457781 12.820052 -0.10 -0.79 -1.16
H 19.906839 15.962786 14.015111 -0.66 0.13 0.31
C 7.556382 11.864621 14.312430 -1.68 -1.27 -0.70
C 8.656386 12.647892 14.524143 -0.34 1.35 1.04
C 9.866472 12.326392 13.964944 2.49 0.19 -0.56
N 10.070186 11.227283 13.180048 0.31 1.36 1.10
C 9.026944 10.448549 13.000047 -0.88 -0.53 0.07
C 7.731851 10.725133 13.489353 0.72 -0.29 0.58
H 6.587198 12.194700 14.803803 1.19 -0.88 -0.85
H 8.480431 13.520590 15.185275 0.72 -0.49 -0.55
H 10.807017 12.984365 14.141975 -1.79 -1.19 -0.27
H 9.222815 9.483038 12.489499 -0.26 0.77 0.12
H 7.055951 9.887976 13.307717 -0.50 0.77 0.21
C 9.784055 14.934413 11.903506 -0.22 0.51 -1.14
C 10.550599 15.298095 10.786455 -0.16 0.33 -0.38
C 9.971679 16.157214 9.783298 -0.43 -1.68 2.03
N 8.719774 16.609876 9.961486 0.49 0.64 -0.50
C 8.014924 16.303782 11.052244 0.24 -1.25 -0.17
C 8.457098 15.367189 11.991312 0.71 1.04 0.58
H 10.258774 14.355271 12.679160 -0.11 -0.17 -0.05
H 11.574960 14.880930 10.785652 -0.60 0.60 -0.48
H 10.472078 16.408893 8.846707 -0.05 0.03 0.38
H 7.010903 16.717348 11.131969 0.20 0.09 -0.08
H 7.884515 15.182495 12.900092 -0.06 -0.20 -0.34
C 15.682194 13.882442 14.380658 -1.66 -0.54 -0.02
C 14.986880 15.092662 14.357363 0.59 0.40 0.06
C 13.601099 15.113496 14.224337 -0.44 -1.34 -0.20
N 12.822904 13.990347 14.053334 2.24 0.94 -0.06
C 13.535057 12.841500 13.974322 -0.36 0.83 0.52
C 14.905232 12.713372 14.200208 0.66 0.96 -0.53
H 16.741149 13.847389 14.576510 0.08 -0.02 -0.17
H 15.558915 16.036620 14.444484 -0.79 -0.72 0.02
H 13.088257 16.059972 14.237739 -0.27 0.24 0.05
H 12.925969 11.990721 13.761595 -0.19 -0.70 -0.07
H 15.382584 11.744871 14.106824 -0.12 -0.04 0.20
C 14.168427 15.113939 19.787313 1.04 0.17 -1.80
C 13.757192 14.536492 18.568845 -0.35 0.16 2.03
C 14.691006 14.384401 17.589587 0.72 -0.11 -1.23
N 15.939845 14.831156 17.646153 -0.14 -0.17 0.23
C 16.287829 15.395722 18.785318 1.50 0.01 -0.61
C 15.500843 15.548731 19.880060 -1.58 0.49 1.40
H 13.442809 15.297037 20.531158 -0.50 0.03 0.95
H 12.735480 14.190998 18.502448 -0.04 -0.04 -0.36
H 14.544564 13.917674 16.643664 -1.00 -0.48 -0.40
H 17.312195 15.708592 18.789804 0.51 0.39 0.28
H 15.882915 16.091707 20.759200 -0.25 -0.50 -0.43
C 15.182158 8.624989 13.555011 0.46 -0.70 -0.16
C 13.891638 9.092776 13.558548 -0.79 -0.03 2.79
C 13.176080 8.889137 14.799067 -0.07 -1.18 -0.83
N 13.589799 8.074056 15.792048 1.13 0.32 -0.82
C 14.846417 7.484726 15.679588 -1.59 1.09 -0.14
C 15.657377 7.778754 14.589922 0.22 -0.01 0.10
H 15.847838 8.845177 12.727145 -0.04 -0.09 -0.07
H 13.369947 9.659392 12.802588 0.42 0.12 -0.30
H 12.135979 9.304990 14.862696 1.10 -0.37 0.25
H 15.124847 6.817984 16.531356 -0.15 0.63 -0.99
H 16.672328 7.348823 14.510106 -0.68 0.35 0.11
C 14.014095 16.956668 9.704536 0.58 -1.75 0.97
C 14.551029 16.301337 10.816460 -0.24 -0.59 1.40
C 14.535487 14.866282 10.902692 -0.69 1.96 -0.75
N 13.976167 14.193779 9.915605 -0.78 -1.07 -1.48
C 13.422405 14.794811 8.834358 1.35 1.18 -0.25
C 13.487972 16.200159 8.666663 -0.14 -1.61 1.38
H 14.044542 18.007870 9.766090 -0.23 1.14 -0.45
H 14.805431 16.928230 11.706355 0.22 -0.72 -0.86
H 14.885608 14.241806 11.737215 0.02 0.71 -0.23
H 13.062030 14.203389 7.948353 0.18 0.20 1.42
H 13.004276 16.638627 7.845217 -0.34 0.60 -1.13
C 11.606680 20.172237 11.565845 -2.38 -1.91 -0.72
C 10.830832 18.940425 11.641318 3.77 2.05 2.43
C 11.174268 18.132086 12.740254 -0.87 -0.07 -0.47
N 12.051921 18.394931 13.709319 0.74 0.45 -0.37
C 12.775726 19.512774 13.581609 -1.03 -0.09 -0.27
C 12.552534 20.410799 12.540591 0.38 0.92 -0.14
H 11.318015 20.881321 10.760413 0.67 -0.37 0.74
H 10.120782 18.630755 10.952334 -1.22 -0.31 -1.16
H 10.643625 17.202162 12.881331 -0.13 -0.11 -0.10
H 13.454907 19.764717 14.386240 0.19 -0.14 -0.05
H 13.081854 21.365474 12.515929 0.05 -0.35 0.07

=====

(4)
63
Properties=species:S:1:pos:R:3:forces:R:3 method="wB97M-V/def2-TZVPD" e_lumo_ev=-3.238 gap_ev=7.5125 charge=+1 total_energy_ha=-1348.260092
O -0.517298 -0.258996 -0.571720 1.71 1.27 -0.26
C 0.469425 0.860280 -0.181725 -0.85 -0.33 0.66
C 1.040217 0.936165 -1.577626 -0.18 0.07 0.06
H 1.128237 0.449651 0.590860 -0.21 0.27 -0.16
H -0.103873 1.734167 0.157089 0.24 -0.36 0.09
C 0.150947 -0.267630 -1.926839 0.39 -0.31 -0.76
H 2.122875 0.761745 -1.615343 -0.37 0.13 -0.13
H 0.748403 1.859752 -2.098133 0.27 -0.36 0.10
C 0.945198 -1.547580 -2.085819 -0.18 -0.22 -0.11
H 1.531206 -1.760641 -1.184007 -0.07 0.08 -0.19
H 1.632743 -1.460798 -2.941391 -0.24 0.05 0.28
H 0.266186 -2.383685 -2.279863 0.28 0.03 0.04
C -0.869753 -0.038815 -3.021317 -0.06 -0.06 -0.02
H -1.363080 0.933056 -2.900373 0.12 -0.23 -0.09
H -1.631646 -0.829346 -3.006305 0.17 0.20 -0.05
H -0.374575 -0.063252 -4.003389 -0.09 0.04 0.32
Hf -2.275775 -0.834879 0.470829 1.04 0.52 -0.37
C -4.549483 -0.234470 0.077849 -0.48 1.61 0.20
C -4.151369 0.480500 1.252580 -0.42 0.56 -1.11
C -3.184634 1.469117 0.849680 -0.18 -0.29 -0.65
H -4.605023 0.393356 2.237164 0.28 -0.09 -0.25
C -2.953212 1.324144 -0.551202 -1.16 0.14 0.71
C -3.775915 0.251376 -1.035096 -0.52 0.85 0.69
H -3.908825 -0.008541 -2.082758 0.11 -0.14 0.37
H -5.395247 -0.915638 0.025448 0.49 0.02 0.04
H -2.751069 2.240027 1.481469 -0.04 -0.36 -0.10
H -2.377193 2.012363 -1.165840 0.10 -0.42 0.23
C -3.492744 -2.855128 0.864788 0.68 -0.87 -0.81
C -3.442896 -2.645571 -0.557669 0.51 -1.59 0.22
C -2.082582 -2.773740 -0.982264 -0.55 -1.23 0.80
H -4.292129 -2.571313 -1.233183 0.28 0.26 0.31
C -1.293324 -3.110676 0.167784 -0.78 -0.13 0.10
C -2.159245 -3.153924 1.308685 -0.09 -0.17 -0.84
H -1.885215 -3.484781 2.305057 -0.02 0.30 -0.21
H -4.380542 -2.930310 1.483852 0.15 0.29 -0.16
H -1.750703 -2.826908 -2.016553 -0.13 0.32 0.36
H -0.234419 -3.367025 0.167047 -0.31 0.33 0.04
O 4.443266 1.641449 -1.114083 1.31 0.68 -0.35
C 4.785126 1.728166 -2.519334 -0.43 0.12 -0.35
C 6.219940 2.275972 -2.671284 -0.16 -0.63 0.44
H 4.064845 2.408900 -3.007492 0.16 -0.18 0.18
H 4.662813 0.732546 -2.978047 0.10 0.29 0.19
C 6.460028 3.002586 -1.343549 -0.98 0.10 -0.08
H 6.327907 2.922581 -3.541199 -0.03 -0.09 0.03
H 6.916163 1.433184 -2.762743 -0.07 0.21 -0.07
C 5.558080 2.216045 -0.369237 0.34 -0.25 0.36
H 6.101802 4.037428 -1.415786 0.15 -0.16 0.02
H 7.508577 3.011064 -1.048462 -0.12 -0.02 0.08
H 5.162833 2.841958 0.445980 0.02 -0.24 -0.34
H 6.157516 1.405351 0.085556 -0.39 0.13 -0.14
C 0.254761 -1.356037 3.157238 -0.01 0.02 0.10
Si -1.384292 -0.441951 2.976384 -0.07 -0.21 0.45
C -2.608284 -1.154871 4.223724 0.10 0.04 0.02
C -1.064381 1.331892 3.526789 0.01 -0.04 -0.10
H 0.125913 -2.423313 2.946673 0.18 0.13 0.06
H 0.635723 -1.237477 4.181083 0.06 -0.08 -0.25
H 0.988044 -0.943232 2.453460 0.06 -0.17 0.18
H -2.205302 -1.036644 5.238366 -0.19 -0.07 -0.13
H -3.557662 -0.611376 4.155756 0.07 -0.15 0.16
H -2.798531 -2.217335 4.040526 -0.05 0.13 0.14
H -0.574803 1.326351 4.509841 -0.11 0.10 -0.19
H -0.408790 1.836555 2.808805 -0.03 0.12 0.17
H -2.004961 1.888155 3.599272 0.18 0.03 0.08